A.
The following is a DFT calculation (ωB97M-V/def2-TZVPD) of a cluster of 2 separate species, C4H13NO in total.

```
19
Properties=species:S:1:pos:R:3:lowdin_charge:R:1
C -0.836 1.479 -0.473 -0.091
N -0.595 -0.030 -0.124 -0.139
C 1.431 -1.372 -1.173 -0.082
C 0.799 -0.708 0.088 -0.421
C 1.681 0.330 0.873 -0.094
H 0.143 2.056 -0.319 0.074
H -1.517 1.186 -1.309 0.082
H -1.587 1.982 0.331 0.097
H -1.131 -0.550 -0.787 0.060
H 2.325 -1.847 -0.798 0.056
H 0.838 -2.174 -1.657 0.078
H 1.699 -0.413 -1.735 0.099
H 0.608 -1.613 0.847 0.145
H 1.801 1.207 0.245 0.040
H 1.124 0.721 1.791 0.097
H 2.614 -0.082 1.315 0.078
H -3.485 -0.430 1.495 0.040
H -2.484 0.071 0.637 -0.041
O -3.429 0.188 0.753 -0.080
```

Properties
HOMO	-0.3163	Eh
gap between HOMO and LUMO	9.534	eV
total charge	0


B.
The following is a DFT calculation (ωB97M-V/def2-TZVPD) of a cluster of 2 separate species, C4H13NO in total.

```
19
Properties=species:S:1:pos:R:3:lowdin_charge:R:1
C -0.035 -1.781 -0.518 -0.083
N -0.769 -0.424 -0.538 -0.110
C 1.442 0.731 -1.290 -0.078
C 0.204 0.740 -0.367 -0.423
C 0.631 0.964 1.124 -0.066
H 0.590 -1.496 0.357 0.077
H 0.469 -2.053 -1.421 0.056
H -0.776 -2.562 -0.224 0.081
H -1.185 -0.364 -1.459 0.093
H 2.114 1.564 -1.492 0.084
H 1.217 0.268 -2.231 0.063
H 2.016 -0.017 -0.857 0.037
H -0.461 1.569 -0.713 0.129
H 0.056 2.040 1.495 0.150
H 1.661 1.162 1.298 0.045
H 0.264 0.244 1.781 0.024
H -1.989 -0.286 1.071 -0.070
H -2.821 -0.379 2.382 0.004
O -2.628 0.081 1.604 -0.015
```

Properties
HOMO	-0.3516	Eh
gap between HOMO and LUMO	10.509	eV
total charge	0


Stability, lowest: A


A.
The following is a DFT calculation (ωB97M-V/def2-TZVPD) of a cluster of 2 separate species, C4H13NO in total.

```
19
Properties=species:S:1:pos:R:3:lowdin_charge:R:1
C -2.127 -0.878 -0.858 -0.080
C -0.578 -1.191 -0.549 -0.251
N 0.200 -0.057 -0.075 -0.368
C -0.447 0.827 0.968 -0.092
C 0.970 0.649 -1.006 -0.173
H -2.138 0.190 -1.219 0.068
H -2.597 -0.962 0.164 0.075
H -2.493 -1.585 -1.616 0.062
H -0.559 -2.019 0.245 0.123
H 0.025 -1.536 -1.371 0.090
H -1.298 1.260 0.460 0.052
H -0.892 0.145 1.772 0.104
H 0.238 1.606 1.437 0.093
H 0.242 1.013 -1.887 0.113
H 1.815 -0.005 -1.403 0.084
H 1.570 1.557 -0.410 0.132
H 1.880 0.343 1.879 0.030
H 3.332 0.224 1.284 0.080
O 2.858 0.422 2.183 -0.143
```

Properties
HOMO	-0.3023	Eh
gap between HOMO and LUMO	9.036	eV
total charge	0


B.
The following is a DFT calculation (ωB97M-V/def2-TZVPD) of a cluster of 2 separate species, C4H13NO in total.

```
19
Properties=species:S:1:pos:R:3:lowdin_charge:R:1
C -1.553 -0.809 0.334 -0.296
N -0.698 -0.055 -0.561 -0.097
C -0.383 1.297 -0.121 -0.309
C 0.534 2.005 -1.115 -0.109
C -0.836 -2.071 0.860 -0.103
H -1.783 -0.199 1.214 0.102
H -2.492 -1.149 -0.113 0.099
H 0.189 -0.527 -0.653 0.064
H -1.298 1.902 -0.158 0.109
H 0.026 1.273 0.897 0.107
H 0.528 3.087 -0.956 0.067
H 1.559 1.654 -1.020 0.039
H 0.192 1.862 -2.139 0.073
H -0.545 -2.747 0.062 0.068
H -1.468 -2.570 1.600 0.066
H 0.031 -1.725 1.431 0.064
H 3.030 0.153 0.596 0.059
H 2.570 -1.166 -0.120 0.055
O 2.396 -0.216 -0.038 -0.059
```

Properties
HOMO	-0.3064	Eh
gap between HOMO and LUMO	8.937	eV
total charge	0


Stability, lowest: A


A.
The following is a DFT calculation (ωB97M-V/def2-TZVPD) of a cluster of 2 separate species, C4H13NO in total.

```
19
Properties=species:S:1:pos:R:3:lowdin_charge:R:1
C -0.430 0.379 -0.204 -0.283
C 0.094 -0.727 -1.097 -0.451
C 0.047 -2.106 -0.444 -0.088
C 1.515 -0.439 -1.569 -0.091
N -1.728 0.900 -0.669 -0.005
H -0.439 0.097 0.853 0.103
H 0.242 1.231 -0.179 0.102
H -0.502 -0.787 -2.004 0.126
H 0.859 -2.232 0.294 0.085
H -0.918 -2.279 0.046 0.077
H 0.229 -2.852 -1.212 0.070
H 1.504 0.459 -2.188 0.078
H 1.872 -1.297 -2.150 0.077
H 2.171 -0.266 -0.709 0.082
H -2.447 0.204 -0.485 0.064
H -2.008 1.664 -0.062 0.055
H 0.029 2.279 2.599 0.037
H 1.013 2.055 3.784 0.030
O 0.375 1.616 3.218 -0.066
```

Properties
HOMO	-0.3437	Eh
gap between HOMO and LUMO	10.060	eV
total charge	0


B.
The following is a DFT calculation (ωB97M-V/def2-TZVPD) of a cluster of 2 separate species, C4H13NO in total.

```
19
Properties=species:S:1:pos:R:3:lowdin_charge:R:1
C 0.294 0.625 -1.535 -0.329
N -0.394 -0.350 -0.692 -0.098
C 0.234 -0.942 0.590 -0.228
C -0.902 -1.569 1.530 -0.068
C 0.324 0.494 -3.046 -0.115
H -0.104 1.632 -1.244 0.108
H 1.372 0.659 -1.224 0.109
H -0.829 -1.061 -1.333 0.114
H 1.023 -1.760 0.518 0.101
H 0.930 -0.222 1.023 0.078
H -0.420 -2.390 2.046 0.065
H -1.404 -0.937 2.176 0.031
H -1.606 -1.818 0.817 0.030
H -0.518 0.031 -3.549 0.060
H 1.201 -0.155 -3.366 0.087
H 0.542 1.435 -3.524 0.059
H -0.176 1.993 4.297 0.057
H 0.463 1.808 3.045 0.021
O -0.029 2.528 3.472 -0.083
```

Properties
HOMO	-0.3112	Eh
gap between HOMO and LUMO	9.268	eV
total charge	0


C.
The following is a DFT calculation (ωB97M-V/def2-TZVPD) of a cluster of 2 separate species, C4H13NO in total.

```
19
Properties=species:S:1:pos:R:3:lowdin_charge:R:1
N 0.531 -0.862 1.123 -0.260
C 0.912 -2.181 0.702 -0.155
C 1.669 0.069 0.786 -0.085
C -1.258 0.722 0.646 -0.100
C -0.559 -0.555 0.199 -0.339
H 0.266 -2.987 1.088 0.091
H 1.947 -2.373 1.030 0.083
H 0.882 -2.203 -0.400 0.081
H 1.499 1.072 1.212 0.079
H 1.606 0.138 -0.313 0.078
H 2.684 -0.263 1.060 0.082
H -2.254 0.882 0.201 0.072
H -0.679 1.656 0.559 0.068
H -1.384 0.484 1.715 0.079
H -1.267 -1.404 0.261 0.121
H -0.256 -0.447 -0.860 0.106
O -1.654 3.061 -2.855 -0.091
H -1.993 2.169 -3.096 0.044
H -0.692 3.024 -3.059 0.046
```

Properties
HOMO	-0.3329	Eh
gap between HOMO and LUMO	9.788	eV
total charge	0


Stability, lowest: B